DFT (ωB97M-V with the def2-TZVPD basis set) results for a 14-piece molecular cluster, C84H210N14 overall at a distorted geometry.

Computed properties:
LUMO energy   0.653 eV
Gap between HOMO and LUMO   8.4 eV
Energy relative to the best compared isomer or geometry (same formula, charge and spin)   7.715 eV
Electronic energy   -4092.5942 Ha
HOMO energy   -0.2833 hartree
Largest force on an atom   4.983 eV Å⁻¹

The geometry in ORCA input format:
```
! wB97M-V def2-TZVPD RIJCOSX def2/J DEFGRID3
* xyz 0 1
C -8.398 -31.035 -16.397
C -9.772 -30.434 -16.105
N -10.046 -30.541 -14.682
C -9.819 -31.879 -14.095
C -10.664 -32.967 -14.765
C -11.333 -29.891 -14.307
C -11.367 -28.392 -14.660
H -7.666 -30.467 -15.792
H -8.163 -30.995 -17.493
H -8.360 -32.070 -16.054
H -9.796 -29.359 -16.274
H -10.575 -30.877 -16.798
H -8.748 -32.145 -14.110
H -10.102 -31.912 -12.981
H -10.418 -33.237 -15.767
H -10.405 -33.856 -14.168
H -11.745 -32.795 -14.711
H -11.482 -29.982 -13.192
H -12.160 -30.389 -14.827
H -11.316 -28.305 -15.739
H -10.636 -27.798 -14.162
H -12.348 -27.913 -14.456
C -13.707 -20.648 -13.872
C -13.457 -20.203 -12.439
N -13.465 -18.770 -12.393
C -14.551 -18.251 -11.634
C -14.272 -18.089 -10.066
C -12.114 -18.177 -12.193
C -11.155 -18.511 -13.317
H -12.852 -20.548 -14.552
H -14.612 -20.131 -14.223
H -13.844 -21.793 -14.027
H -14.283 -20.732 -11.786
H -12.539 -20.703 -12.102
H -14.742 -17.196 -11.883
H -15.375 -18.949 -11.726
H -13.456 -17.408 -9.878
H -15.173 -17.704 -9.623
H -14.067 -19.050 -9.572
H -11.647 -18.510 -11.184
H -12.319 -17.098 -12.148
H -10.900 -19.616 -13.331
H -10.300 -17.862 -13.089
H -11.555 -18.289 -14.327
C -10.578 -19.989 -8.698
C -9.788 -20.621 -9.875
N -8.407 -20.753 -9.567
C -8.188 -21.838 -8.607
C -6.803 -22.045 -8.065
C -7.501 -20.750 -10.715
C -7.202 -19.337 -11.184
H -10.692 -20.759 -7.992
H -11.647 -19.727 -9.054
H -10.113 -19.065 -8.335
H -10.275 -21.574 -10.190
H -9.896 -19.850 -10.646
H -8.731 -21.517 -7.726
H -8.600 -22.821 -8.975
H -6.117 -22.609 -8.631
H -6.433 -21.002 -7.929
H -6.739 -22.468 -7.075
H -7.997 -21.272 -11.563
H -6.644 -21.317 -10.427
H -6.768 -19.334 -12.173
H -6.494 -18.885 -10.463
H -8.087 -18.721 -11.203
C -9.202 -21.548 -15.698
C -10.309 -21.788 -16.723
N -10.926 -23.071 -16.572
C -12.361 -23.014 -16.587
C -13.126 -24.161 -16.016
C -10.253 -24.172 -17.244
C -10.647 -24.480 -18.666
H -8.520 -22.399 -15.491
H -9.738 -21.308 -14.770
H -8.607 -20.669 -16.031
H -11.022 -20.997 -16.574
H -9.821 -21.552 -17.699
H -12.766 -22.695 -17.517
H -12.661 -22.171 -15.854
H -14.157 -23.886 -15.786
H -12.559 -24.453 -15.162
H -13.079 -25.075 -16.581
H -9.203 -23.960 -17.169
H -10.405 -25.124 -16.614
H -10.160 -25.357 -19.049
H -11.742 -24.606 -18.776
H -10.459 -23.573 -19.171
C -11.423 -24.384 -8.508
C -10.748 -25.149 -9.705
N -11.710 -25.914 -10.518
C -12.705 -24.978 -11.046
C -12.177 -23.724 -11.700
C -11.128 -26.712 -11.600
C -10.388 -27.968 -11.193
H -12.208 -23.637 -8.918
H -10.684 -23.832 -7.906
H -11.810 -25.180 -7.852
H -10.231 -24.343 -10.240
H -9.953 -25.790 -9.328
H -13.353 -25.613 -11.587
H -13.317 -24.647 -10.218
H -12.206 -22.965 -10.855
H -11.109 -23.717 -12.071
H -12.820 -23.358 -12.430
H -10.557 -26.072 -12.266
H -12.023 -26.949 -12.212
H -11.004 -28.642 -10.577
H -9.500 -27.703 -10.654
H -10.142 -28.572 -12.025
C -9.803 -27.450 -6.989
C -9.181 -28.077 -5.764
N -9.709 -27.537 -4.475
C -11.182 -27.466 -4.371
C -11.900 -28.842 -4.355
C -9.190 -26.196 -4.120
C -7.668 -26.058 -4.212
H -10.886 -27.724 -7.022
H -9.277 -27.879 -7.849
H -9.656 -26.388 -7.000
H -9.287 -29.151 -5.802
H -8.079 -27.968 -5.711
H -11.374 -26.934 -3.446
H -11.664 -26.798 -5.150
H -12.959 -28.620 -4.086
H -12.046 -29.215 -5.389
H -11.405 -29.603 -3.779
H -9.444 -25.875 -3.154
H -9.638 -25.470 -4.765
H -7.276 -25.117 -3.799
H -7.231 -26.142 -5.236
H -7.363 -26.998 -3.655
C -14.392 -29.087 -12.225
C -14.724 -30.494 -11.485
N -15.509 -31.438 -12.265
C -16.849 -30.908 -12.611
C -17.344 -31.306 -13.962
C -15.361 -32.887 -12.088
C -14.021 -33.354 -12.579
H -14.076 -29.255 -13.243
H -13.548 -28.705 -11.717
H -15.223 -28.312 -12.158
H -13.717 -30.965 -11.356
H -15.141 -30.293 -10.489
H -17.605 -31.208 -11.907
H -16.790 -29.832 -12.557
H -16.732 -30.780 -14.729
H -17.416 -32.357 -14.241
H -18.276 -30.838 -14.182
H -16.151 -33.465 -12.572
H -15.395 -33.186 -11.014
H -13.987 -34.393 -12.339
H -13.241 -32.974 -11.926
H -13.852 -33.143 -13.622
C -14.822 -27.001 -7.132
C -14.758 -28.009 -8.273
N -15.818 -29.036 -8.256
C -15.867 -29.771 -6.951
C -14.766 -30.958 -6.899
C -17.135 -28.535 -8.628
C -18.129 -29.597 -9.188
H -14.253 -27.254 -6.215
H -15.851 -26.892 -6.859
H -14.415 -26.031 -7.442
H -14.746 -27.401 -9.229
H -13.798 -28.487 -8.219
H -16.857 -30.227 -6.993
H -15.642 -29.126 -6.077
H -15.237 -31.774 -6.218
H -13.777 -30.640 -6.618
H -14.656 -31.380 -7.953
H -17.650 -28.050 -7.758
H -17.055 -27.881 -9.441
H -17.808 -29.961 -10.177
H -18.174 -30.478 -8.487
H -19.181 -29.214 -9.268
C -16.512 -25.501 -12.905
C -16.300 -25.324 -11.436
N -16.013 -23.925 -11.084
C -17.212 -23.139 -11.304
C -17.177 -22.272 -12.532
C -15.659 -23.792 -9.710
C -15.028 -22.466 -9.421
H -17.538 -25.254 -13.296
H -16.348 -26.550 -13.260
H -15.796 -24.872 -13.443
H -17.091 -25.845 -10.954
H -15.429 -25.949 -11.250
H -18.212 -23.675 -11.203
H -17.307 -22.504 -10.405
H -16.367 -21.662 -12.678
H -17.262 -22.840 -13.426
H -17.982 -21.530 -12.493
H -15.042 -24.629 -9.386
H -16.639 -23.918 -9.136
H -15.606 -21.597 -9.698
H -14.073 -22.356 -10.008
H -14.677 -22.425 -8.356
C -20.881 -27.781 -4.847
C -20.199 -26.486 -4.334
N -19.109 -26.671 -3.341
C -19.735 -26.972 -2.002
C -18.661 -27.385 -1.045
C -18.295 -25.465 -3.281
C -17.118 -25.504 -4.256
H -21.097 -28.448 -3.993
H -20.196 -28.402 -5.439
H -21.791 -27.613 -5.462
H -19.712 -25.926 -5.154
H -20.968 -25.818 -3.894
H -20.270 -26.107 -1.572
H -20.468 -27.724 -2.142
H -19.027 -27.721 -0.052
H -18.003 -28.184 -1.596
H -18.008 -26.534 -0.804
H -17.941 -25.333 -2.240
H -18.912 -24.577 -3.505
H -16.941 -26.603 -4.308
H -16.158 -25.137 -3.817
H -17.196 -25.186 -5.296
C -4.240 -26.903 -6.791
C -5.572 -27.448 -7.342
N -5.428 -27.657 -8.770
C -6.682 -27.484 -9.409
C -7.007 -26.043 -9.852
C -5.044 -29.070 -9.006
C -4.333 -29.222 -10.296
H -4.381 -26.731 -5.719
H -4.087 -25.982 -7.320
H -3.351 -27.520 -6.973
H -5.824 -28.385 -6.876
H -6.259 -26.606 -7.140
H -6.821 -28.150 -10.254
H -7.420 -27.840 -8.666
H -6.139 -25.604 -10.346
H -7.896 -26.064 -10.529
H -7.314 -25.448 -8.924
H -5.916 -29.764 -8.904
H -4.346 -29.366 -8.197
H -4.171 -30.294 -10.466
H -3.416 -28.714 -10.184
H -4.859 -28.769 -11.117
C -7.822 -33.263 -11.288
C -7.908 -32.149 -10.180
N -9.055 -32.259 -9.289
C -8.892 -31.286 -8.200
C -7.799 -31.714 -7.196
C -10.314 -32.074 -10.031
C -11.488 -32.221 -9.083
H -6.890 -33.129 -11.803
H -8.686 -33.227 -11.978
H -7.888 -34.125 -10.718
H -6.918 -32.328 -9.611
H -7.912 -31.111 -10.542
H -9.794 -31.202 -7.661
H -8.704 -30.298 -8.639
H -8.101 -32.617 -6.907
H -7.882 -30.949 -6.433
H -6.763 -31.662 -7.578
H -10.465 -31.120 -10.611
H -10.368 -32.950 -10.671
H -11.517 -33.165 -8.595
H -11.606 -31.520 -8.209
H -12.434 -32.180 -9.658
C -9.046 -21.557 -4.380
C -10.344 -21.730 -5.189
N -11.519 -21.409 -4.310
C -12.733 -21.827 -4.941
C -13.990 -21.714 -4.100
C -11.581 -19.975 -3.837
C -11.919 -18.980 -4.911
H -8.809 -20.485 -4.193
H -8.286 -22.062 -4.914
H -9.044 -21.932 -3.356
H -10.259 -21.181 -6.130
H -10.524 -22.778 -5.437
H -12.881 -21.379 -5.938
H -12.570 -22.885 -5.179
H -14.870 -22.209 -4.627
H -13.796 -22.236 -3.164
H -14.284 -20.639 -3.856
H -10.570 -19.796 -3.393
H -12.260 -19.966 -3.036
H -11.942 -17.895 -4.525
H -12.913 -19.095 -5.324
H -11.204 -19.004 -5.720
C -7.399 -26.966 -14.616
C -6.959 -26.551 -13.197
N -6.210 -25.318 -13.084
C -6.975 -24.154 -13.588
C -8.301 -24.009 -12.869
C -4.852 -25.318 -13.663
C -3.969 -26.205 -12.807
H -7.881 -27.968 -14.644
H -6.629 -27.146 -15.361
H -8.176 -26.251 -15.012
H -7.898 -26.486 -12.646
H -6.419 -27.400 -12.745
H -6.298 -23.267 -13.469
H -7.008 -24.256 -14.678
H -8.867 -23.214 -13.337
H -8.757 -24.951 -12.990
H -8.026 -23.888 -11.778
H -4.545 -24.310 -13.709
H -4.874 -25.656 -14.724
H -4.127 -27.246 -13.147
H -4.300 -26.042 -11.734
H -2.877 -25.917 -13.019
*
```